Entry 1:
Formula: C34H35AsClN3O4Ru
Source: the Open Molecules 2025 dataset
Level of theory: wB97M-V/def2-TZVPD

```
79
Properties=species:S:1:pos:R:3:mulliken_spin:R:1
Ru 1.011 0.473 0.723 0.07
Cl -4.160 0.313 5.658 0.00
C -2.656 0.369 4.783 -0.02
C -1.525 -0.214 5.345 0.04
C -0.337 -0.167 4.647 -0.02
C -0.218 0.475 3.396 0.05
O 0.912 0.492 2.799 0.01
C -1.402 1.095 2.842 0.01
C -1.385 1.840 1.641 0.10
N -0.318 2.163 0.923 -0.05
C -0.353 3.266 0.105 -0.06
C -1.267 4.324 0.300 0.22
C -1.154 5.506 -0.409 -0.09
C -0.071 5.738 -1.232 0.19
C 0.888 4.728 -1.442 -0.11
C 2.082 4.933 -2.168 0.36
C 3.022 3.909 -2.191 -0.09
C 2.679 2.648 -1.767 0.20
N 1.423 2.382 -1.310 0.10
C 0.654 3.452 -0.876 -0.01
C -2.608 1.003 3.565 0.03
H -1.578 -0.676 6.319 0.00
H 0.554 -0.623 5.052 0.00
H -2.359 2.211 1.305 -0.01
H -2.044 4.234 1.043 0.05
H -1.900 6.277 -0.263 0.00
H 0.061 6.699 -1.708 0.01
H 2.277 5.890 -2.628 0.02
H 4.016 4.084 -2.576 -0.01
H 3.381 1.833 -1.781 0.07
H -3.502 1.467 3.168 0.00
O 4.989 -0.061 -0.675 0.00
C 3.924 -0.100 -0.049 -0.01
O 3.289 0.908 0.386 0.00
C 3.286 -1.447 0.215 0.00
C 3.969 -2.627 -0.042 0.00
C 3.353 -3.842 0.181 0.00
C 2.057 -3.857 0.744 0.00
C 1.396 -5.052 1.063 0.00
C 0.148 -5.036 1.661 0.00
C -0.439 -3.823 1.988 0.00
C 0.179 -2.621 1.673 0.00
C 1.424 -2.607 1.022 0.00
N 2.016 -1.431 0.689 -0.01
H 4.974 -2.555 -0.431 0.00
H 3.847 -4.780 -0.027 0.00
H 1.893 -5.991 0.850 0.00
H -0.353 -5.968 1.895 0.00
H -1.375 -3.817 2.534 0.00
H -0.280 -1.682 1.962 0.00
C -2.232 -3.076 -1.266 0.00
As -2.703 -1.468 -0.250 -0.01
C -3.688 -2.054 1.329 0.00
C -4.057 -0.503 -1.305 0.00
O -1.440 -0.513 0.050 -0.01
H -1.493 -3.625 -0.680 0.00
H -1.780 -2.785 -2.214 0.00
H -3.097 -3.708 -1.454 0.00
H -4.695 -2.371 1.063 0.00
H -3.158 -2.881 1.794 0.00
H -3.734 -1.226 2.036 0.00
H -4.738 -1.191 -1.798 0.00
H -3.559 0.119 -2.048 0.00
H -4.622 0.141 -0.629 0.00
C 1.475 -1.134 -2.342 -0.01
C 0.943 0.267 -2.644 0.00
C 1.794 0.880 -3.761 0.00
C -0.481 0.114 -3.204 0.00
C 0.799 1.109 -1.343 -0.01
H 0.879 -1.588 -1.549 0.00
H 1.426 -1.766 -3.228 0.00
H 2.510 -1.086 -2.019 0.00
H 1.631 0.308 -4.675 0.00
H 2.853 0.832 -3.535 0.00
H 1.517 1.914 -3.953 0.00
H -1.120 -0.342 -2.448 0.00
H -0.892 1.087 -3.471 0.00
H -0.486 -0.519 -4.091 0.00
H -0.277 1.325 -1.268 -0.03
```

## Properties
<S²> ... 0.8050
HOMO level (alpha / beta) ... -2.21 / -3.51 eV
2S+1 ... 2
E_LUMO (alpha / beta) ... 2.11 / 2.13 eV
Total charge ... -1


Entry 2:
Formula: C34H35BiIN8O5PS
Source: the Open Molecules 2025 dataset
Level of theory: wB97M-V/def2-TZVPD

```
86
Properties=species:S:1:pos:R:3:mulliken_charge:R:1
Bi 0.428 -0.561 0.626 0.96
C -3.880 -0.600 -1.782 -2.28
C -2.689 -1.473 -1.491 0.30
N -2.319 -1.851 -0.336 -0.04
N -2.994 -1.390 0.751 -0.31
C -2.738 -1.860 1.994 0.23
N -3.514 -1.330 2.966 -0.34
S -1.603 -3.027 2.301 -0.30
C -1.839 -1.925 -2.634 1.64
C -1.983 -1.362 -3.895 -0.55
C -1.178 -1.805 -4.932 -0.77
C -0.255 -2.804 -4.690 -0.52
C -0.159 -3.296 -3.396 -0.20
N -0.921 -2.872 -2.392 -0.40
H -3.561 0.446 -1.859 0.39
H -4.649 -0.687 -1.015 0.54
H -4.335 -0.886 -2.728 0.48
H -3.649 -0.630 0.649 0.31
H -4.050 -0.492 2.817 0.19
H -3.295 -1.592 3.911 0.27
H -2.676 -0.550 -4.064 0.27
H -1.267 -1.366 -5.918 0.41
H 0.386 -3.185 -5.474 0.39
H 0.564 -4.066 -3.147 0.37
N 3.614 2.001 -1.915 -0.21
C 2.830 1.625 -0.888 0.27
O 1.675 2.006 -0.745 -0.32
C 3.469 0.689 0.124 -0.95
C 2.501 0.257 1.213 -1.02
H 3.191 2.423 -2.732 0.28
H 4.492 1.543 -2.086 0.21
H 4.331 1.210 0.552 0.57
H 3.854 -0.183 -0.411 0.35
H 2.277 1.090 1.885 0.24
H 2.926 -0.556 1.814 0.69
O 3.283 1.452 -4.844 -0.67
C 2.723 0.437 -5.329 -0.38
O 2.765 -0.103 -6.430 -0.71
C 1.909 -0.168 -4.165 0.91
C 2.508 -1.138 -3.353 -1.22
C 2.040 -1.357 -2.081 -0.31
N 0.992 -0.674 -1.581 0.54
C 0.379 0.236 -2.365 0.93
C 0.791 0.487 -3.646 -0.75
C -0.810 0.952 -1.763 -0.47
O -1.608 1.509 -2.493 -0.73
O -0.922 0.847 -0.475 0.01
H 3.355 -1.703 -3.722 0.48
H 2.481 -2.096 -1.427 0.41
H 0.257 1.227 -4.227 0.52
I 2.004 -6.775 2.057 0.11
C 1.347 -5.111 1.035 -0.78
C 0.310 -5.055 0.127 -0.30
N 0.213 -3.785 -0.277 0.51
N 1.136 -3.007 0.310 -0.22
C 1.832 -3.802 1.119 -0.56
H -0.350 -5.825 -0.236 0.48
H -0.449 -3.397 -0.958 0.34
H 2.656 -3.416 1.701 0.49
C -2.771 2.016 3.778 -1.48
P -1.488 1.393 2.590 1.67
C -1.154 2.956 1.697 0.77
C 0.095 3.553 1.583 -0.34
C 0.281 4.640 0.735 -0.81
C -0.770 5.119 -0.027 -0.60
C -2.023 4.527 0.078 -0.70
C -2.212 3.459 0.937 -0.79
C -0.114 1.251 3.807 0.15
C 0.369 -0.031 4.074 0.03
C 1.386 -0.233 5.002 -0.69
C 1.929 0.849 5.676 -0.53
C 1.439 2.129 5.436 -0.73
C 0.422 2.329 4.516 -0.38
H -2.433 2.941 4.242 0.47
H -2.929 1.267 4.555 0.45
H -3.714 2.205 3.263 0.48
H 0.938 3.172 2.145 0.08
H 1.263 5.089 0.653 0.39
H -0.610 5.936 -0.719 0.38
H -2.845 4.886 -0.529 0.39
H -3.189 2.989 0.991 0.20
H -0.071 -0.890 3.569 0.14
H 1.746 -1.236 5.198 0.45
H 2.729 0.702 6.391 0.40
H 1.850 2.974 5.976 0.42
H 0.051 3.332 4.340 0.37
```

## Properties
Relative energy (zero: lowest compared OMol25 entry of this formula, charge and spin) ... 0.438 eV
HOMO level ... -8.11 eV
E_LUMO ... -0.59 eV


Entry 3:
Formula: C34H35Cl2MoN6O3
Source: the Open Molecules 2025 dataset
Level of theory: wB97M-V/def2-TZVPD

```
81
Properties=species:S:1:pos:R:3:mulliken_spin:R:1
Mo 0.363 0.284 -0.146 1.50
C 0.619 -0.549 3.796 0.01
N -0.356 -1.306 3.029 -0.01
C -1.716 -1.185 3.549 0.00
C -2.776 -0.950 2.429 -0.03
C -2.665 -0.205 -0.165 0.02
N -1.498 -0.206 -1.054 -0.05
C -1.731 -0.652 -2.271 0.04
C -0.765 -0.900 -3.271 0.03
C -1.152 -1.384 -4.540 0.01
C -0.220 -1.705 -5.493 0.00
C 1.143 -1.545 -5.217 0.01
C 1.558 -1.057 -4.001 0.00
C 0.624 -0.719 -3.002 0.00
O 1.016 -0.266 -1.852 0.04
C 0.112 -2.670 2.847 -0.01
C -0.603 -3.489 1.766 0.00
C -0.324 -3.127 0.276 0.00
N 0.683 -2.098 0.062 0.01
C 1.809 -2.569 -0.369 -0.01
C 3.043 -1.914 -0.612 0.02
C 4.113 -2.673 -1.130 -0.01
C 5.366 -2.135 -1.266 0.02
C 5.604 -0.825 -0.830 -0.01
C 4.591 -0.063 -0.309 0.02
C 3.270 -0.561 -0.225 0.01
O 2.327 0.178 0.235 0.07
H 0.826 -1.006 4.774 0.00
H 0.262 0.466 3.952 0.00
H 1.548 -0.498 3.223 0.00
H -1.750 -0.329 4.225 0.01
H -2.002 -2.072 4.130 0.00
H -4.415 -0.402 3.691 0.01
H -3.275 -1.900 2.205 -0.01
H -3.116 0.795 -0.133 -0.01
H -3.424 -0.936 -0.475 0.00
H -2.761 -0.888 -2.545 -0.01
H -2.207 -1.499 -4.748 0.00
H -0.534 -2.079 -6.456 0.00
H 1.876 -1.806 -5.965 0.00
H 2.606 -0.915 -3.774 0.00
H 0.017 -3.235 3.793 0.00
H 1.176 -2.617 2.600 0.00
H -1.677 -3.467 1.948 0.00
H -0.278 -4.519 1.920 0.00
H -1.249 -2.826 -0.227 0.00
H -0.001 -4.049 -0.228 0.00
H 1.863 -3.649 -0.551 0.00
H 3.929 -3.699 -1.418 0.00
H 6.172 -2.719 -1.681 0.00
H 6.601 -0.417 -0.895 0.00
H 4.764 0.946 0.036 0.00
Cl 1.648 4.441 2.309 0.03
C 0.194 3.552 2.527 0.24
C -0.848 4.059 3.299 -0.14
C -2.000 3.338 3.472 0.18
Cl -3.216 4.084 4.440 0.02
C -2.235 2.027 2.910 -0.06
C -3.402 1.380 3.226 0.34
C -3.864 0.025 2.847 0.00
C -2.011 -0.560 1.169 0.06
N -1.013 0.466 1.284 -0.28
C -1.159 1.555 2.062 0.08
C 0.030 2.314 1.905 -0.12
O 0.886 1.753 1.106 -0.08
H -0.740 5.025 3.763 0.00
H -4.100 1.916 3.850 0.01
H -4.588 0.113 2.028 0.04
H -1.440 -1.453 0.959 0.01
C -0.548 4.241 -4.170 0.00
N -0.103 3.642 -2.941 0.01
C 0.776 4.201 -2.066 0.00
C 0.949 3.303 -1.059 0.02
N 0.175 2.204 -1.298 -0.04
C -0.440 2.441 -2.447 0.02
H -0.134 5.246 -4.241 0.00
H -1.636 4.304 -4.198 0.00
H -0.207 3.660 -5.027 0.00
H 1.195 5.175 -2.214 0.00
H 1.576 3.377 -0.193 0.00
H -1.129 1.781 -2.939 0.00
```

## Properties
<S²> ... 2.3124
HOMO level (alpha / beta) ... -9.26 / -9.99 eV
2S+1 ... 3
E_LUMO (alpha / beta) ... -3.43 / -3.66 eV
Total charge ... +1


> Number 2 is which compound?

C34H35BiIN8O5PS